No. 1
Entry from the Open Molecules 2025 dataset: a single C2H6N2O molecule in a non-equilibrium geometry (ωB97M-V with the def2-TZVPD basis set).

Each line ends with the Mulliken charge.
Positions of all 11 atoms, in Å:
C -1.3633 -0.3745 -0.0001  -0.83
C 1.1476 -0.5710 -0.1231  0.05
H -1.6425 -1.3156 -0.5705  0.34
H -1.7971 -0.5974 1.0933  0.27
H -2.1112 0.4360 -0.3809  0.30
H -0.0961 1.5645 0.7834  0.33
H 1.0071 -1.6264 -0.0605  0.36
H 2.4140 0.9142 -0.2800  0.27
N -0.0415 0.1488 -0.3739  -0.02
N 2.3584 -0.0722 0.0424  -0.63
O 0.1247 1.4937 -0.1300  -0.43

The spin multiplicity is 1. Its SMILES is [H]/N=C\N(C)O.

=====

No. 2
Entry from the Open Molecules 2025 dataset: a single C2H6N2O molecule in a non-equilibrium geometry (ωB97M-V with the def2-TZVPD basis set).

Each line ends with the Mulliken charge.
Positions of all 11 atoms, in Å:
C -1.6777 -0.2677 0.0293  -0.81
C -0.2047 0.4710 -0.2123  0.49
H -2.0006 -1.4403 0.1427  0.28
H -2.4116 -0.0185 -0.8164  0.28
H -2.0569 0.0757 1.0623  0.25
H 0.6365 -1.1809 -0.4163  0.25
H 2.4646 0.6611 -0.7613  0.27
H 2.2392 0.4888 0.8887  0.29
N 0.8944 -0.3608 0.0305  -0.04
N 2.2151 -0.0762 0.0278  -0.71
O -0.0982 1.6477 0.0250  -0.55

The spin multiplicity is 1. Its SMILES is CC(=O)NN.

=====

No. 3
Entry from the Open Molecules 2025 dataset: 3 unconnected molecules or ions with the total composition C2H6N2O in a non-equilibrium geometry (ωB97M-V with the def2-TZVPD basis set).

Each line ends with the Mulliken charge.
Positions of all 11 atoms, in Å:
C 0.0818 0.0796 -1.2688  -0.78
C 1.1068 0.2446 1.0174  0.06
H -0.2920 -0.7816 -1.9242  0.26
H -0.7123 1.0489 -1.3578  0.22
H 1.0181 0.4064 -1.6481  0.38
H -1.9731 -1.3905 0.1759  0.28
H -1.5101 0.6204 1.2073  0.24
H 2.0067 0.4826 0.4819  0.33
N 0.2409 -0.5211 0.2170  0.12
N -0.9837 -0.6491 0.9031  -0.64
O 1.0169 0.4599 2.1964  -0.46

The spin multiplicity is 1.

=====

No. 4
Entry from the Open Molecules 2025 dataset: a single C2H6N2O molecule in a non-equilibrium geometry (ωB97M-V with the def2-TZVPD basis set).

Each line ends with the Mulliken charge.
Positions of all 11 atoms, in Å:
C 1.1227 1.4772 0.6180  -0.81
N 0.6416 0.1737 0.6060  -0.20
C -0.3843 -0.3110 -0.2207  0.52
N -0.8049 -1.6501 -0.0139  -0.40
O -0.7723 0.2998 -1.2129  -0.60
H 0.9139 1.9777 1.6319  0.24
H 2.2028 1.4176 0.4128  0.28
H 0.5720 2.2319 0.0529  0.31
H 1.2811 -0.5107 1.0170  0.24
H -1.5154 -1.9011 -0.6701  0.23
H -0.5631 -2.2766 0.7304  0.18

The spin multiplicity is 1. Its SMILES is CNC(N)=O.

=====

No. 5
Entry from the Open Molecules 2025 dataset: a single C2H6N2O molecule in a non-equilibrium geometry (ωB97M-V with the def2-TZVPD basis set).

Each line ends with the Mulliken charge.
Positions of all 11 atoms, in Å:
C 0.5284 -0.3224 0.6174  -0.12
C 0.3976 0.4701 -0.6547  -0.10
H -2.4075 -0.8529 1.1535  0.29
H -1.5789 -1.2359 -0.2503  0.23
H 1.4501 -0.1990 1.2166  0.29
H -0.4268 -0.0464 -1.4572  0.22
H 0.0022 1.6217 -0.3007  0.21
H 2.3648 1.1595 -0.8567  0.32
N -1.6277 -0.4964 0.5617  -0.53
N -0.4498 -0.6392 1.3864  -0.30
O 1.7477 0.5408 -1.4161  -0.52

The spin multiplicity is 1. Its SMILES is N/N=C\CO.

=====

No. 6
Entry from the Open Molecules 2025 dataset: a single C2H6N2O molecule in a non-equilibrium geometry (ωB97M-V with the def2-TZVPD basis set).

Each line ends with the Mulliken charge.
Positions of all 11 atoms, in Å:
O 2.3208 0.0234 -0.7933  -0.60
C 1.7713 -0.0751 0.3558  -0.03
N 0.4484 -0.0678 0.5779  -0.20
C -0.4751 0.2166 -0.5869  -0.34
N -1.8740 -0.0895 -0.2801  -0.59
H 2.3173 -0.2224 1.2050  0.42
H 0.0809 0.1862 1.5034  0.24
H -0.3494 1.2172 -0.9441  0.30
H -0.1109 -0.3770 -1.4704  0.29
H -2.1260 0.3106 0.6170  0.23
H -2.0035 -1.1222 -0.1843  0.27

The spin multiplicity is 1. Its SMILES is NCNC=O.

=====

No. 7
Entry from the Open Molecules 2025 dataset: a single C2H6N2O molecule in a non-equilibrium geometry (ωB97M-V with the def2-TZVPD basis set).

Each line ends with the Mulliken charge.
Positions of all 11 atoms, in Å:
O 1.4066 -1.3979 -0.3611  -0.56
C 1.5152 -0.2286 -0.0545  0.01
N 0.5504 0.5285 0.5384  -0.19
C -0.8724 0.1833 0.5433  -0.43
N -1.3881 -0.4389 -0.6682  -0.65
H 2.4315 0.3442 -0.2605  0.34
H 0.7889 1.5043 0.4761  0.27
H -1.0599 -0.5475 1.3448  0.26
H -1.4215 1.0841 0.7395  0.38
H -0.7669 -1.2240 -0.8523  0.31
H -1.1837 0.1925 -1.4454  0.25

The spin multiplicity is 1. Its SMILES is NCNC=O.

=====

No. 8
Entry from the Open Molecules 2025 dataset: 3 unconnected molecules or ions with the total composition C2H6N2O2 in a non-equilibrium geometry (ωB97M-V with the def2-TZVPD basis set).

Each line ends with the Mulliken charge.
Positions of all 12 atoms, in Å:
C -0.1870 0.7991 -0.1989  -0.09
C -1.5520 -1.3464 0.5431  -0.91
N 1.0149 0.4483 -0.3259  -0.63
N -2.6804 -0.9240 -0.0158  0.71
O -2.7388 -0.4868 -1.2262  -0.73
O -3.6965 -0.8533 0.7303  -0.73
H -1.0296 0.4876 -0.7641  0.15
H -0.6734 1.3142 0.6293  0.29
H -0.8077 -1.6711 -0.0997  0.42
H -1.4775 -1.6892 1.5684  0.28
H 1.1262 -0.0723 -1.2393  0.25
H 12.7019 3.9941 0.3987  -1.00

As for the total charge: -2. The spin multiplicity is 1.

=====

No. 9
Entry from the Open Molecules 2025 dataset: 2 unconnected molecules or ions with the total composition C2H6N2O2 in a non-equilibrium geometry (ωB97M-V with the def2-TZVPD basis set).

Each line ends with the Mulliken charge.
Positions of all 12 atoms, in Å:
C 1.7431 -1.1444 1.8914  0.14
N 2.9600 -0.8993 1.3281  -0.33
O 0.9555 -0.3132 2.2612  -0.52
H 1.5085 -2.2224 1.9446  0.28
H 3.5381 -1.6614 1.0360  0.21
H 3.4180 -0.0009 1.3691  0.23
C -2.3907 0.5820 -1.1795  0.11
N -2.0119 1.5666 -2.0616  -0.42
O -3.2469 0.7747 -0.3454  -0.51
H -2.0903 -0.4546 -1.3680  0.34
H -2.0997 1.2555 -3.0141  0.23
H -2.2836 2.5175 -1.8621  0.25

The spin multiplicity is 1. Its SMILES is NC=O.NC=O.

=====

No. 10
Entry from the Open Molecules 2025 dataset: 2 unconnected molecules or ions with the total composition C2H6N2O2 in a non-equilibrium geometry (ωB97M-V with the def2-TZVPD basis set).

Each line ends with the Mulliken charge.
Positions of all 12 atoms, in Å:
C -2.3129 0.4192 0.0892  -0.36
C 2.3532 0.2772 -0.0193  0.28
N -1.0686 0.1594 0.1082  -0.29
N -0.5355 -1.0568 0.1581  -0.23
O 1.7024 1.1740 -0.6929  -0.37
O 2.0332 -0.8111 0.3647  -0.55
H -3.1726 -0.3524 0.0695  0.20
H -2.7051 1.4052 -0.0958  0.24
H 3.3836 0.7444 0.3433  0.27
H 0.7933 1.0559 -0.9211  0.35
H -0.9218 -2.0366 0.3113  0.21
H 0.4507 -0.9784 0.2848  0.25

The spin multiplicity is 1. Its SMILES is C=NN.O=CO.

=====

Which highest occupied orbital energy belongs to each record? In order, -9.06, -9.92, -9.25, -9.31, -9.35, -9.74, -9.83, 1.60, -9.82, -8.60 eV.
Which Kohn-Sham gap belongs to each record? In order, 9.8, 10.6, 9.4, 10.1, 10.0, 10.5, 10.6, 3.9, 10.7, 9.6 eV.
Which energy relative to the best compared isomer or geometry (same formula, charge and spin) belongs to each record? In order, 86.0, 70.9, 139.9, 14.9, 95.7, 26.1, 16.8, 0.0, 19.9, 65.6 kcal/mol.